# 1
Formula: C25H34ClF4N2O2PTi
Source: OMol25
Level of theory: the ωB97M-V functional and the def2-TZVPD basis

```
70
Properties=species:S:1:pos:R:3:forces:R:3
Ti 0.5780 0.3145 -0.0134 -0.58 -1.20 1.45
C 2.6091 1.6397 2.3986 0.04 -0.03 -0.09
C 2.3560 0.1784 2.7290 0.08 -0.01 -0.02
N 1.8868 -0.6572 1.5876 0.15 -0.29 0.12
C 2.9935 -1.5024 1.0684 -0.09 0.11 -0.03
C 4.2399 -0.7606 0.6206 0.01 0.03 -0.02
C 0.7996 -1.5627 2.0201 -0.02 0.18 0.12
C -0.4348 -0.7774 2.4737 0.01 0.40 -0.12
N -0.5646 0.4299 1.6432 -0.26 0.21 0.69
C -1.4815 1.3979 1.9633 0.19 -0.30 -0.04
C -1.4861 2.5911 1.2225 0.03 0.05 -0.06
F -0.5610 2.7225 0.2466 0.10 0.08 -0.03
C -2.3838 3.6103 1.4199 0.02 0.04 0.00
F -2.2987 4.7005 0.6455 0.00 0.00 0.01
C -3.3580 3.5299 2.3959 -0.09 0.08 0.01
C -3.3787 2.3731 3.1408 -0.04 -0.05 0.09
F -4.3071 2.2170 4.0974 0.00 0.01 0.00
C -2.4810 1.3400 2.9420 -0.10 -0.08 0.10
F -2.6303 0.2339 3.7057 -0.02 -0.02 0.02
H 2.9172 2.1621 3.3055 0.01 0.00 0.00
H 1.7057 2.1221 2.0245 -0.01 0.01 0.01
H 3.3869 1.7565 1.6441 -0.07 0.01 0.03
H 1.6201 0.1116 3.5267 -0.06 0.05 0.00
H 3.2727 -0.2726 3.1205 -0.02 -0.04 0.07
H 2.5912 -2.0652 0.2258 -0.05 -0.09 -0.07
H 3.2611 -2.2294 1.8456 0.00 -0.04 0.05
H 4.0326 -0.1029 -0.2207 0.00 -0.02 0.06
H 4.9826 -1.4983 0.3126 0.00 0.02 0.00
H 4.6797 -0.1703 1.4259 0.00 -0.04 -0.03
H 1.1364 -2.2333 2.8177 0.02 -0.03 0.09
H 0.5477 -2.1781 1.1566 -0.01 -0.09 -0.02
H -0.3470 -0.5158 3.5278 0.01 0.01 0.09
H -1.3021 -1.4352 2.3900 -0.04 -0.07 0.00
H -4.0674 4.3277 2.5620 0.04 -0.04 0.00
Cl 3.6265 3.3359 -5.8554 -0.01 -0.01 0.03
C 3.1525 2.6838 -4.3082 0.05 0.02 0.01
C 4.0730 2.6755 -3.2641 0.02 0.03 -0.04
C 3.6895 2.1575 -2.0343 0.19 0.09 0.12
C 2.4223 1.6457 -1.8279 -0.20 -0.11 0.15
O 2.0817 1.1317 -0.6200 1.11 0.93 -1.04
C 1.4825 1.6470 -2.8990 -0.11 -0.08 0.10
C 0.1858 1.1162 -2.7559 0.04 -0.04 0.17
O -0.2490 0.5494 -1.6272 -0.17 0.56 -1.99
C 1.8849 2.1901 -4.1412 -0.09 -0.02 -0.02
H 5.0663 3.0735 -3.4148 -0.01 0.00 0.01
H 4.3884 2.1626 -1.2061 -0.02 -0.02 -0.01
H -0.4993 1.1395 -3.5956 -0.11 -0.03 0.00
H 1.1782 2.2090 -4.9623 0.04 0.00 0.01
C -4.3027 -0.5949 -1.4638 0.01 0.05 0.03
C -3.0545 -0.2346 -0.6570 0.00 -0.09 -0.04
P -1.7124 -1.5044 -0.5743 -0.29 -0.06 0.01
C -1.6380 -2.1638 -2.2947 0.20 -0.02 0.04
C -0.2750 -2.7893 -2.6054 -0.08 -0.02 0.01
C -2.6666 -2.8244 0.2993 0.24 -0.18 -0.01
C -1.8860 -4.1314 0.4572 -0.04 0.04 0.00
H -4.9805 0.2603 -1.4922 -0.01 -0.03 -0.01
H -4.8526 -1.4283 -1.0254 0.02 0.00 -0.01
H -4.0617 -0.8545 -2.4957 0.01 0.01 0.02
H -3.3328 -0.0281 0.3803 0.02 0.04 0.03
H -2.6078 0.6776 -1.0480 0.05 0.04 -0.02
H -1.8205 -1.3275 -2.9710 0.00 0.02 -0.01
H -2.4437 -2.8863 -2.4388 -0.04 -0.01 -0.06
H 0.5212 -2.0531 -2.4799 -0.01 0.02 0.00
H -0.2325 -3.1564 -3.6326 -0.01 0.00 0.03
H -0.0593 -3.6300 -1.9415 0.00 0.03 -0.02
H -3.5955 -3.0064 -0.2431 -0.04 -0.04 0.01
H -2.9445 -2.4245 1.2775 0.00 0.01 0.02
H -1.7299 -4.6151 -0.5093 0.01 0.02 0.02
H -2.4200 -4.8378 1.0947 0.00 0.01 -0.02
H -0.9026 -3.9619 0.9039 -0.04 0.00 0.00
```
Positions in Å, forces in eV/Å.

Results
Multiplicity = 3
Gap between HOMO and LUMO (spin up / spin down) = 6.602 / 7.854 eV
Lowest unoccupied orbital energy (spin up / spin down) = 0.461 / 0.069 eV
ΔE to the lowest compared entry with this formula, charge and spin = 0.324 eV
HOMO (spin up / spin down) = -6.1 / -7.8 eV

=====

# 2
Formula: C40H58BBr2MgN7OS3
Source: OMol25
Level of theory: the ωB97M-V functional and the def2-TZVPD basis

```
113
Properties=species:S:1:pos:R:3:forces:R:3
Mg -0.4253 -0.1511 -0.1674 1.06 0.11 0.61
C 3.7939 -1.7778 -4.0499 -0.10 0.00 0.08
C 3.3339 -3.1025 -3.4365 0.03 0.05 -0.30
C 4.4110 -4.1626 -3.6622 0.05 0.05 0.04
C 2.0474 -3.6211 -4.0888 0.03 0.06 0.21
N 3.1505 -2.9110 -1.9713 -0.12 0.09 0.22
C 3.9757 -3.4924 -1.0214 0.02 -0.17 0.16
C 3.5422 -3.1037 0.1888 0.12 0.07 0.07
N 2.4629 -2.2701 0.0082 -0.04 -0.13 -0.19
B 1.6371 -1.6557 1.1427 0.07 -0.02 -0.02
N 0.6094 -2.7079 1.6275 -0.31 -0.04 0.03
C 0.7328 -4.0789 1.5257 0.00 -0.04 -0.04
C -0.4432 -4.6267 1.8655 0.00 -0.07 -0.02
N -1.3305 -3.5999 2.1635 0.44 0.17 0.07
C -0.6577 -2.4145 2.0302 0.00 -0.44 -0.08
S -1.2173 -0.8286 2.2554 -0.27 0.27 0.14
C -2.6780 -3.9401 2.7073 -0.28 -0.12 0.24
C -2.4814 -4.3494 4.1722 0.04 0.09 -0.12
C -3.7044 -2.8129 2.6264 0.17 0.10 -0.11
C -3.2198 -5.1222 1.8945 0.07 -0.04 -0.04
N 2.5162 -1.1507 2.2922 0.16 0.29 0.04
C 2.4079 -1.4838 3.6253 -0.07 -0.23 0.01
C 3.1880 -0.6515 4.3261 0.02 0.01 0.18
N 3.7795 0.2457 3.4406 -0.29 -0.15 -0.31
C 3.3730 -0.0827 2.1606 -0.01 -0.16 0.34
S 3.7705 0.5752 0.6686 0.26 0.28 0.00
C 4.7672 1.2296 3.9654 0.25 0.06 0.14
C 6.0665 0.4700 4.2517 -0.06 0.02 -0.10
C 5.0626 2.4073 3.0393 -0.17 -0.18 -0.16
C 4.2023 1.8144 5.2639 -0.05 -0.04 0.07
C 2.2323 -2.1301 -1.3173 0.39 -0.10 0.09
S 1.0714 -1.1090 -2.0291 -0.28 -0.03 -0.20
H 3.9864 -1.9039 -5.1160 0.00 -0.04 0.00
H 4.7105 -1.4382 -3.5642 0.00 -0.01 -0.02
H 3.0312 -1.0126 -3.9193 0.01 0.02 -0.02
H 4.4902 -4.3426 -4.7330 0.00 0.02 -0.01
H 4.1445 -5.1051 -3.1812 0.03 -0.01 -0.04
H 5.3892 -3.8357 -3.3065 0.00 -0.02 -0.02
H 2.2260 -3.7980 -5.1501 0.05 0.01 0.02
H 1.2352 -2.9117 -3.9895 -0.12 0.09 0.03
H 1.7468 -4.5633 -3.6253 0.00 0.01 -0.02
H 4.7981 -4.1355 -1.2674 -0.06 0.04 -0.02
H 3.9346 -3.3198 1.1679 -0.01 0.02 -0.02
H 1.0379 -0.7241 0.7155 0.58 -0.07 0.19
H 1.6339 -4.5592 1.1913 0.04 0.03 0.00
H -0.7252 -5.6617 1.9021 0.02 0.05 0.01
H -2.1254 -3.4974 4.7536 0.01 -0.02 0.01
H -1.7530 -5.1582 4.2491 -0.01 -0.01 0.05
H -3.4255 -4.6896 4.5989 -0.01 0.01 -0.02
H -3.4541 -1.9893 3.2835 0.04 0.12 0.00
H -4.6680 -3.2162 2.9424 0.04 -0.06 -0.04
H -3.8017 -2.4268 1.6113 -0.02 0.04 -0.02
H -2.6975 -6.0524 2.1207 -0.06 -0.01 -0.03
H -3.1431 -4.9219 0.8245 -0.02 -0.03 0.07
H -4.2701 -5.2696 2.1406 0.00 -0.01 0.02
H 1.7849 -2.2937 3.9640 -0.02 0.05 -0.01
H 3.3723 -0.6153 5.3836 -0.06 -0.08 -0.10
H 6.4779 0.0792 3.3199 0.00 -0.01 0.01
H 5.8921 -0.3647 4.9328 0.02 0.02 0.02
H 6.7996 1.1422 4.6990 0.01 -0.01 0.01
H 5.6248 2.0969 2.1677 0.00 -0.01 -0.16
H 5.6494 3.1424 3.5945 -0.03 -0.08 0.03
H 4.1440 2.8797 2.6964 -0.03 0.05 -0.04
H 4.0669 1.0635 6.0427 0.04 0.14 0.00
H 3.2426 2.3006 5.0794 0.00 -0.02 0.01
H 4.8965 2.5629 5.6432 0.01 0.00 0.01
C -7.7371 1.4483 -2.6515 0.00 -0.08 0.03
C -7.5521 0.2268 -1.7371 -0.06 -0.01 -0.01
C -8.2578 0.4781 -0.3968 0.00 -0.03 -0.09
C -8.2168 -0.9711 -2.4203 0.08 0.09 0.07
C -6.0632 -0.0071 -1.4918 -0.05 0.05 -0.04
C -5.2867 1.0132 -0.9562 0.06 -0.08 0.00
C -3.9356 0.8197 -0.7865 0.31 0.04 0.04
Br -2.9184 2.2766 -0.0827 0.03 -0.10 -0.01
C -3.2408 -0.3672 -1.1150 -0.15 -0.19 -0.02
O -1.9399 -0.4584 -0.9986 -1.94 -0.07 -1.04
C -4.0564 -1.4334 -1.5741 0.13 0.06 0.12
C -5.4169 -1.2017 -1.7726 -0.08 -0.07 0.04
C -3.5290 -2.8365 -1.9252 0.08 -0.04 -0.07
C -2.2017 -3.2153 -1.2476 -0.13 0.11 0.03
C -4.5570 -3.9006 -1.4974 -0.01 0.03 -0.05
C -3.3348 -2.9135 -3.4478 0.04 -0.01 0.10
H -8.7977 1.6009 -2.8655 0.00 0.02 0.01
H -7.2131 1.2939 -3.5965 -0.01 0.03 -0.01
H -7.3495 2.3590 -2.1944 0.01 0.00 0.00
H -9.3250 0.6545 -0.5545 0.00 0.01 0.01
H -7.8394 1.3467 0.1129 -0.01 0.00 0.02
H -8.1431 -0.3877 0.2582 -0.01 0.01 0.02
H -9.2638 -0.7395 -2.6233 -0.01 -0.02 0.01
H -8.1846 -1.8594 -1.7864 0.00 -0.03 -0.04
H -7.7282 -1.1958 -3.3702 -0.04 -0.05 -0.01
H -5.7216 1.9607 -0.6674 0.01 0.02 -0.04
H -6.0046 -2.0222 -2.1602 0.00 0.10 -0.01
H -2.2477 -3.0343 -0.1698 0.04 0.01 -0.09
H -1.3684 -2.6543 -1.6567 0.08 0.03 0.03
H -2.0093 -4.2800 -1.4106 -0.02 -0.01 0.00
H -4.8716 -3.7417 -0.4633 -0.02 -0.02 -0.01
H -4.1101 -4.8941 -1.5717 -0.01 -0.02 -0.04
H -5.4453 -3.8985 -2.1305 0.00 -0.04 0.06
H -2.5579 -2.2137 -3.7613 -0.01 0.00 -0.03
H -4.2597 -2.6601 -3.9693 0.00 -0.01 -0.01
H -3.0333 -3.9222 -3.7444 0.02 0.00 -0.01
Br 2.5510 5.7234 1.2551 -0.05 -0.11 -0.04
C 1.7108 4.0841 0.8309 0.03 0.04 0.09
C 1.5209 3.7236 -0.4909 0.05 -0.04 0.00
C 0.9126 2.5074 -0.7448 0.11 0.06 -0.03
N 0.5045 1.6896 0.2226 -0.12 0.15 0.11
C 0.6989 2.0489 1.4918 0.11 0.17 0.09
C 1.2970 3.2432 1.8490 -0.03 0.02 -0.10
H 1.8482 4.3600 -1.2993 -0.01 -0.01 -0.01
H 0.7637 2.1632 -1.7611 -0.02 0.04 0.00
H 0.3683 1.3502 2.2514 -0.01 -0.03 -0.02
H 1.4290 3.5041 2.8888 0.02 -0.01 0.00
```
Positions in Å, forces in eV/Å.

Results
Gap between HOMO and LUMO = 7.515 eV
Lowest unoccupied orbital energy = 0.405 eV
HOMO = -7.1 eV

=====

# 3
Formula: C17H15Cl3CoN4O2S
Source: OMol25
Level of theory: the ωB97M-V functional and the def2-TZVPD basis

```
43
Properties=species:S:1:pos:R:3:forces:R:3
Co -0.0345 -0.7458 -0.5138 0.60 -0.08 -0.34
C 0.6598 -5.2962 1.6542 -0.01 -0.05 -0.12
C 1.1020 -4.1808 2.5842 -0.05 0.22 0.08
N 0.1740 -3.0529 2.5714 0.19 -0.22 -0.28
C 0.2641 -1.9624 1.8125 -1.52 0.28 0.74
S 1.6518 -1.5375 0.9196 0.01 -0.09 -0.31
N -0.9224 -1.2321 1.8813 1.13 -0.44 0.18
N -0.8217 -0.0679 1.2299 -0.35 -0.13 -0.09
C -1.6789 0.8697 1.4657 -0.05 0.23 -0.17
C -2.6832 0.7724 2.5798 0.01 0.01 0.01
C -1.6477 2.0981 0.6486 -0.34 0.31 0.14
C -2.4967 3.1522 1.0177 0.09 -0.25 0.12
C -2.4849 4.3509 0.3475 0.00 0.20 -0.10
C -1.6166 4.5389 -0.7251 -0.05 0.11 0.05
C -0.8281 3.4876 -1.0922 0.04 -0.28 0.09
N -0.8607 2.3078 -0.4371 -0.11 0.04 0.22
H 1.3806 -6.1144 1.6768 -0.01 0.02 0.00
H 0.5939 -4.9274 0.6278 0.02 -0.02 0.03
H -0.3130 -5.7013 1.9390 0.01 0.04 0.02
H 2.0766 -3.7989 2.2934 0.05 -0.01 0.00
H 1.1784 -4.5293 3.6137 0.00 -0.03 0.00
H -0.7505 -3.1866 2.9588 0.07 -0.02 0.14
H -2.5420 -0.1654 3.1045 0.03 -0.01 0.00
H -3.7114 0.8042 2.2122 0.03 0.01 -0.05
H -2.5567 1.5916 3.2901 0.00 -0.05 0.02
H -3.1550 3.0105 1.8584 -0.02 0.08 -0.02
H -3.1481 5.1470 0.6603 0.01 -0.01 -0.01
H -1.5598 5.4725 -1.2651 -0.03 -0.02 0.01
H -0.1328 3.4971 -1.9203 -0.02 0.07 -0.01
Cl -2.8250 -5.4433 -5.3261 -0.08 -0.07 -0.05
C -1.8493 -4.4136 -4.3933 -0.02 0.07 0.08
C -2.4677 -3.6446 -3.3761 0.00 -0.22 -0.24
C -1.7014 -2.8174 -2.6298 0.41 0.09 0.01
Cl -2.4039 -1.8585 -1.3734 0.19 -0.03 -0.06
C -0.2591 -2.6974 -2.8463 -0.31 -0.21 -0.21
O 0.4629 -1.9440 -2.1806 -0.06 0.31 0.39
C 0.3093 -3.5266 -3.9124 -0.23 0.22 0.30
Cl 1.9757 -3.4059 -4.1716 0.15 0.00 -0.04
C -0.4764 -4.3573 -4.6588 -0.17 -0.02 0.03
H -3.5335 -3.7317 -3.2164 0.02 0.01 0.00
H -0.0510 -4.9657 -5.4443 -0.01 0.01 0.01
O 0.7943 1.5556 -1.8664 -0.15 0.18 -0.04
C -0.0510 1.1584 -1.1266 0.52 -0.26 -0.53
```
Positions in Å, forces in eV/Å.

Results
Charge = +1
Multiplicity = 5
Gap between HOMO and LUMO (spin up / spin down) = 7.047 / 4.994 eV
Lowest unoccupied orbital energy (spin up / spin down) = -3.718 / -5.764 eV
ΔE to the lowest compared entry with this formula, charge and spin = 2.076 eV
HOMO (spin up / spin down) = -10.8 / -10.8 eV

=====

# 4
Formula: C4H6N2O2
Source: OMol25
Level of theory: the ωB97M-V functional and the def2-TZVPD basis

```
14
Properties=species:S:1:pos:R:3:forces:R:3
C -0.1417 0.8337 -0.4608 -5.23 1.62 1.08
C -0.0417 -0.8522 0.7546 2.90 -3.76 1.83
C 0.2681 -2.2974 0.8165 1.51 -3.85 1.11
C 0.6548 -3.4665 1.0237 -1.70 2.21 -0.51
H 0.2122 3.1565 -0.8687 -0.10 0.20 -0.18
H 0.9940 1.0925 -1.6697 -0.17 1.80 -2.26
H -1.4303 1.9736 0.2342 -0.85 1.95 -0.40
H -1.0514 -0.6022 0.7343 -1.77 -0.75 1.37
H 0.5358 -0.3221 1.5885 -1.06 -0.70 -1.07
H 0.7478 -4.5763 1.1853 0.03 2.03 -0.34
N 0.0068 1.4952 -1.6726 3.03 -5.90 0.75
N -0.9482 1.1752 0.5247 2.37 -0.01 -1.60
O -0.1621 2.7820 -1.6892 -0.14 3.84 0.42
O 0.3559 -0.3919 -0.5007 1.17 1.33 -0.19
```
Positions in Å, forces in eV/Å.

Results
Gap between HOMO and LUMO = 10.175 eV
Lowest unoccupied orbital energy = 0.469 eV
ΔE to the lowest compared entry with this formula, charge and spin = 6.743 eV
HOMO = -9.7 eV

=====

# 5
Formula: C4H10N
Source: OMol25
Level of theory: the ωB97M-V functional and the def2-TZVPD basis

```
15
Properties=species:S:1:pos:R:3:forces:R:3
C 2.2592 0.0502 0.5387 4.17 -0.40 -0.10
C 1.0285 -0.1076 0.6913 -7.21 1.36 -0.27
C -1.0906 -1.2289 -0.2643 2.31 -2.73 1.01
C -0.9126 1.2356 -0.4019 -1.64 0.76 2.35
N -0.2050 -0.0442 -0.5111 0.53 -0.87 3.03
H 2.7583 0.1015 1.5092 0.21 0.13 -0.30
H 2.8944 -0.0213 -0.3282 -0.16 0.16 -0.28
H 0.4288 0.1196 1.6048 0.66 -0.76 -0.76
H -1.2044 -1.5507 0.8043 0.60 1.13 -0.59
H -2.0657 -1.1967 -0.5964 -1.93 1.02 -1.26
H -0.6517 -2.1533 -0.7104 0.00 0.92 0.06
H -0.6149 1.7014 0.5293 0.68 0.64 -0.26
H -0.8622 1.8408 -1.2543 1.03 0.88 -1.17
H -2.0017 1.2672 -0.2161 0.22 -1.45 -0.29
H 0.2397 -0.0137 -1.3950 0.52 -0.78 -1.18
```
Positions in Å, forces in eV/Å.

Results
Charge = +1
Gap between HOMO and LUMO = 12.994 eV
Lowest unoccupied orbital energy = -3.155 eV
ΔE to the lowest compared entry with this formula, charge and spin = 2.852 eV
HOMO = -16.1 eV

=====

# 6
Formula: C3H6N2S2
Source: OMol25
Level of theory: the ωB97M-V functional and the def2-TZVPD basis

```
13
Properties=species:S:1:pos:R:3:forces:R:3
C 1.4942 1.4658 0.2429 -2.46 2.27 -2.18
C -0.2283 -0.0386 -0.8857 -0.36 3.08 -2.63
C -1.4349 -2.0028 -0.4940 -1.55 1.23 -0.14
H 2.5395 1.0830 0.1557 -1.11 0.11 0.60
H 1.3074 2.2237 -0.7058 0.53 -2.18 2.02
H 1.1898 2.1697 1.0847 1.19 -1.29 -0.70
H -1.3095 0.3577 2.1499 2.94 -1.35 -0.83
H 0.1030 0.6026 -1.9114 -0.68 -1.75 2.77
H -2.5185 -2.1126 -0.1803 1.29 -0.87 -0.25
N 0.3553 0.4343 0.2164 2.04 -0.06 1.93
N -1.3253 -0.7211 -0.9098 1.24 -1.13 0.03
S 0.0633 -0.3350 1.8261 -2.63 2.06 -0.95
S -0.2359 -3.1267 -0.5886 -0.43 -0.12 0.32
```
Positions in Å, forces in eV/Å.

Results
Gap between HOMO and LUMO = 8.075 eV
Lowest unoccupied orbital energy = 0.059 eV
ΔE to the lowest compared entry with this formula, charge and spin = 3.585 eV
HOMO = -8.0 eV